CH20F3LiO21P2SZr2 as an isolated structure at a distorted geometry, computed with ωB97M-V with the def2-TZVPD basis set.

Structure (XYZ):
```
51
Properties=species:S:1:pos:R:3:forces:R:3:lowdin_charge:R:1
O 0.569355 0.153413 -2.163196 -0.6 -1.2 1.4 -0.344
H -0.218670 -3.893052 -1.356924 0.0 0.2 0.2 0.121
O 2.956925 -0.913999 -2.305378 -0.4 0.2 -0.1 -0.044
H -2.263199 0.179162 -1.741131 -0.5 0.4 -0.2 -0.011
H 2.690406 -1.748149 -0.810248 0.6 -0.1 -0.1 0.019
H 1.463529 -2.721598 0.856197 0.4 0.7 -0.3 0.060
H 1.098768 -4.002027 1.673264 -0.2 0.1 0.2 0.127
O -0.925630 -4.160929 -0.745228 0.2 -1.3 -0.5 -0.102
H -3.861948 -2.584350 -1.094271 0.0 -0.1 0.2 0.118
H 1.531037 1.312401 2.710367 -0.2 -0.1 -0.4 0.104
O 2.770735 -1.888947 0.156157 -1.1 -0.6 0.3 -0.042
O 0.704825 -3.184985 1.327846 -0.1 -0.7 0.1 -0.116
O -2.894084 -0.209277 -2.387403 0.3 -0.3 0.3 -0.041
O -1.781623 0.115315 3.453971 -1.5 2.8 1.8 -0.447
O -0.368243 2.809606 0.858806 0.5 0.0 0.7 -0.453
O -0.412136 4.952668 -0.298360 0.7 -1.0 1.0 -0.235
O -0.484549 -1.638286 -0.461689 1.0 -1.2 -1.3 -0.393
H -1.423417 -4.848263 -1.217516 0.0 0.1 0.1 0.131
H 2.023250 -0.610882 -2.382599 1.1 -0.2 -0.2 -0.019
O 0.441714 -1.441964 -4.467384 -0.1 0.2 0.3 -0.052
H 0.329615 -0.807148 -3.742555 0.0 -0.4 -0.5 -0.029
O 0.599782 0.350795 0.525252 3.6 -1.3 0.0 -0.436
O 0.582627 1.216785 2.902031 0.9 0.1 1.4 -0.080
P 0.001658 -0.213559 -0.817861 -1.1 1.5 3.3 0.241
F 2.783869 3.449395 1.077726 -0.1 -0.6 0.6 0.130
Li 0.805294 1.791958 -2.724049 0.1 1.3 0.2 0.779
H -3.563021 2.207101 1.795767 0.1 0.0 -0.1 0.131
O 0.818845 3.159315 -1.263576 0.8 -1.3 0.1 -0.355
O -1.802289 -2.755288 2.994183 -1.5 -4.2 -0.2 -0.423
C 1.822295 4.375752 1.007200 -0.1 -0.3 -1.7 -0.670
H 2.248991 0.596408 0.695047 0.3 0.5 0.3 -0.009
O 3.186929 0.666332 0.997823 -0.6 -0.1 0.1 -0.055
H 3.450888 -0.149876 -1.977157 0.1 -0.1 -0.1 0.074
H 2.960392 -1.005604 0.511225 0.5 -0.4 0.2 0.011
H 1.169020 -1.101960 -5.001494 0.0 -0.2 0.0 0.050
O -2.942755 -2.456018 -0.822263 -0.2 -0.3 0.5 -0.111
Zr -1.104274 0.898252 1.620622 1.9 2.9 -1.9 1.922
Zr -1.442949 -2.826745 0.941822 1.5 -0.2 -1.2 1.995
H -2.639417 -1.677059 -1.350053 -0.4 0.0 -0.3 0.040
H 3.283656 1.544291 1.378802 0.4 0.0 -0.3 0.035
P -2.393426 -1.272036 2.961435 -2.5 -0.3 10.3 0.461
O -1.028643 -1.145526 2.091811 7.8 0.1 -3.7 -0.500
O -1.252977 0.584940 -0.432411 -4.2 1.0 -2.2 -0.437
O -2.438125 -1.034760 1.399205 -4.0 1.3 -8.4 -0.424
H -3.707590 0.300356 -2.290006 0.0 -0.1 -0.2 0.076
F 1.376518 4.696253 2.187852 0.0 0.1 0.6 0.201
O -2.853072 2.117307 1.134736 -1.5 0.0 0.7 -0.073
H 0.529814 0.992478 3.847927 -0.2 0.0 -0.1 0.133
F 2.369658 5.387574 0.382788 -0.3 0.6 0.0 0.201
H -3.128257 2.672785 0.388109 0.5 0.0 -0.1 0.135
S 0.359899 3.761646 -0.025219 -1.7 2.4 -1.1 0.604
```
Positions in Å, forces in eV/Å.

As for the multiplicity: 1. Its LUMO energy is -8.8 eV. As for the total charge: +2. The value obtained for the gap between HOMO and LUMO is 5.635 eV. Its highest occupied orbital energy is -14.402 eV.